Record 1
CHF2NO2 | ωB97M-V/def2-TZVPD

Element x y z (Å)
F  -0.256  -1.383  -1.258
H  0.475  0.118  -0.355
N  -1.528  -0.402  0.456
O  -2.250  -1.363  0.317
O  -1.638  0.516  1.183
F  0.942  -1.423  1.548
C  -0.351  -0.443  -0.464

Calculated values
charge = 0
HOMO-LUMO gap (spin up / spin down) = 0.25507 / 0.25468 hartree
lowest unoccupied orbital energy (spin up / spin down) = -4.09 / -4.09 eV
DFT total energy = -12064.9292 eV
HOMO (spin up / spin down) = -11.03 / -11.03 eV

***

Record 2
C3H7NS2 | ωB97M-V/def2-TZVPD

Element x y z (Å)
C  1.411  -1.058  0.180
C  0.790  1.649  -0.843
H  -2.851  0.024  -0.869
H  1.900  -2.016  0.089
H  0.407  0.931  -1.574
H  0.578  2.704  -1.017
C  2.083  0.083  0.214
H  0.329  -1.057  0.123
H  -2.474  -0.795  2.060
S  -3.109  -1.217  -0.426
S  -3.691  -0.757  1.497
H  3.151  0.141  0.385
N  1.476  1.369  0.181

Calculated values
charge = 0
SMILES = C=CN=C.SS
HOMO-LUMO gap = 0.35830 hartree
lowest unoccupied orbital energy = 0.28 eV
DFT total energy = -26383.2244 eV
HOMO = -9.47 eV

***

Record 3
C3H5FN4 | ωB97M-V/def2-TZVPD

Element x y z (Å)
C  -0.009  -1.668  0.934
H  -0.870  -2.067  1.608
C  -0.839  1.458  -0.794
H  0.282  -2.528  0.208
H  0.829  -1.410  1.591
C  0.238  0.706  -0.431
N  -2.013  0.906  -0.384
N  -1.776  -0.183  0.201
N  1.590  0.758  -0.394
F  -0.890  2.591  -1.440
N  -0.552  -0.483  0.295
H  1.834  1.715  -0.250
H  2.175  0.205  -1.145

Calculated values
charge = 0
SMILES = Cn1nnc(F)c1N
HOMO-LUMO gap = 0.35012 hartree
lowest unoccupied orbital energy = 0.59 eV
DFT total energy = -11867.4444 eV
HOMO = -8.94 eV

***

Record 4
C27H27EuN6OS2 | ωB97M-V/def2-TZVPD

Element x y z (Å)
H  2.350  1.959  4.752
C  -1.604  -0.926  3.149
O  1.363  0.093  0.470
H  -1.548  5.297  -0.327
H  3.073  0.385  4.467
C  -0.647  3.005  -3.230
C  -3.118  -2.982  -3.516
C  2.698  -0.130  -4.992
H  -0.652  4.736  -4.492
H  -1.011  -3.210  0.142
H  1.175  1.819  2.481
C  2.442  0.269  -3.714
C  2.211  1.013  4.232
H  3.749  0.531  -0.161
N  -1.228  -1.245  0.724
H  4.044  -0.794  2.595
S  1.489  -1.168  -5.586
H  -1.265  -4.086  2.249
H  1.316  0.531  4.627
C  -0.798  4.361  -3.489
C  -0.678  -1.756  -3.943
C  2.085  1.271  2.734
C  -1.819  -0.129  4.278
H  -1.527  3.300  1.190
N  -1.390  1.411  0.398
H  3.116  0.927  -3.180
H  4.790  1.045  1.180
H  -1.545  -3.976  4.666
H  -0.359  2.315  -4.014
H  3.559  -1.764  1.206
C  -1.238  -2.560  -4.936
C  1.225  -0.249  -3.173
C  -1.297  4.669  -1.172
C  -2.454  -3.173  -4.725
H  -2.098  -0.093  6.395
C  -1.511  -2.303  3.313
S  1.894  -0.284  1.858
C  -1.824  -2.096  5.664
H  -0.712  -2.697  -5.872
N  -1.550  0.912  1.677
H  -1.912  -2.547  6.643
C  4.380  0.184  0.656
C  -1.381  2.681  0.308
C  -1.161  3.309  -1.006
H  5.213  -0.362  0.216
H  -4.077  -3.435  -3.313
C  0.604  -1.055  -4.107
C  -1.175  -2.528  0.969
Eu  -0.189  0.081  -1.246
C  -1.618  -2.900  4.563
C  -1.470  -0.373  1.796
N  -0.825  2.484  -2.019
H  -1.228  6.270  -2.610
H  3.544  0.124  -5.613
H  -2.892  -3.794  -5.496
C  -2.512  -2.185  -2.577
C  3.616  -0.745  1.590
H  -2.990  -2.000  -1.621
N  -1.324  -1.588  -2.768
C  -1.926  -0.709  5.523
N  -1.303  -3.081  2.164
H  -1.906  0.941  4.149
H  2.945  1.795  2.318
C  -1.117  5.206  -2.445

Calculated values
⟨S²⟩ = 12.070
charge = +2
multiplicity = 7
HOMO-LUMO gap (spin up / spin down) = 0.24498 / 0.10007 hartree
lowest unoccupied orbital energy (spin up / spin down) = -5.66 / -7.74 eV
DFT total energy = -80408.9544 eV
HOMO (spin up / spin down) = -12.33 / -10.46 eV

***

Record 5
C3H6N4O | ωB97M-V/def2-TZVPD

Element x y z (Å)
N  2.365  1.422  -1.053
O  -2.335  -1.100  -1.023
N  -0.051  -0.428  -0.756
H  0.291  0.606  1.994
H  -2.067  -0.936  1.901
H  0.374  -0.343  -1.814
C  -1.284  -0.542  1.186
C  -1.336  -0.577  -0.153
H  3.652  1.463  -0.546
C  0.687  0.182  0.275
N  1.702  1.123  0.443
N  0.134  -0.344  1.435
H  -3.149  -1.407  -0.401
H  2.120  2.625  -1.276

Calculated values
charge = 0
HOMO-LUMO gap = 0.30890 hartree
lowest unoccupied orbital energy = 0.47 eV
DFT total energy = -11209.9362 eV
HOMO = -7.94 eV

***

Record 6
C3H3BrCl2O2 | ωB97M-V/def2-TZVPD

Element x y z (Å)
O  0.418  0.460  -0.382
O  -1.312  0.573  1.068
C  0.762  1.831  -0.293
H  1.818  1.923  0.071
H  0.218  2.185  0.593
Cl  -1.984  -2.554  -0.605
C  -0.515  -1.931  -0.124
C  -0.577  0.112  0.291
Cl  0.804  -2.349  -1.184
Br  -0.321  -2.658  1.782
H  0.689  2.410  -1.216

Calculated values
charge = 0
HOMO-LUMO gap = 0.35724 hartree
lowest unoccupied orbital energy = 0.30 eV
DFT total energy = -102339.4275 eV
HOMO = -9.42 eV

***

Record 7
C21H19NO4 | ωB97M-V/def2-TZVPD

Element x y z (Å)
H  4.453  -2.328  3.153
H  -2.832  -2.332  1.455
C  4.667  -2.019  2.118
H  4.085  -2.633  1.412
H  -3.282  2.294  3.166
H  -0.864  4.458  3.471
H  0.125  -0.921  3.527
C  -1.822  -0.497  1.930
O  4.401  -0.609  1.920
C  -1.478  4.175  4.325
H  2.354  -1.940  3.192
H  -3.725  5.550  6.508
H  -5.287  0.852  2.985
H  -0.859  -0.847  1.560
H  1.522  2.854  2.023
C  -1.464  2.868  4.818
C  -0.694  1.606  2.873
C  3.203  -0.111  2.328
C  0.925  -0.325  3.085
H  -5.117  -2.791  1.975
C  0.668  0.982  2.656
H  -0.749  2.546  2.288
C  -3.195  1.264  2.819
O  -0.662  1.881  4.274
C  -4.211  -0.863  2.207
H  -5.891  -1.530  1.034
C  -2.946  -1.313  1.829
C  1.726  1.802  2.237
C  -2.306  2.493  5.881
C  -4.318  0.450  2.690
C  2.990  1.269  2.097
H  5.733  -2.127  1.910
O  -1.511  6.740  3.497
O  -2.796  7.405  5.155
H  3.838  1.863  1.768
C  -2.257  5.143  4.983
C  -3.098  4.785  6.053
C  2.179  -0.896  2.911
H  -6.169  -1.611  2.770
H  -2.310  1.448  6.186
H  -3.830  3.146  7.241
N  -2.192  6.507  4.528
C  -5.410  -1.739  1.997
C  -1.914  0.770  2.530
C  -3.138  3.451  6.461

Calculated values
charge = 0
SMILES = COc1ccc([C@H](Oc2cccc([N+](=O)[O-])c2)c2ccc(C)cc2)cc1
HOMO-LUMO gap = 0.28059 hartree
lowest unoccupied orbital energy = -0.85 eV
DFT total energy = -31761.7456 eV
HOMO = -8.49 eV

***

Record 8
C33H39BO2S | ωB97M-V/def2-TZVPD

Element x y z (Å)
C  -2.738  -2.269  -0.797
C  -3.291  -2.678  -2.009
C  2.442  -1.107  0.356
H  2.254  -0.667  -3.186
H  -3.576  -3.723  -2.178
H  1.631  3.020  -2.303
H  -3.428  0.334  -3.536
H  -0.731  -3.251  0.208
H  2.111  -3.003  1.409
H  3.016  -3.377  -1.441
C  -0.181  -4.607  4.629
C  -0.637  -2.231  3.934
H  2.703  0.517  -1.975
H  5.339  4.280  1.409
C  -3.140  -0.424  -2.801
C  -4.196  -2.206  -4.298
C  -4.163  4.536  0.182
C  2.045  -1.413  -1.161
C  -0.443  -3.573  3.578
C  -0.453  -3.920  2.221
C  -2.316  3.474  -1.160
C  2.750  -0.556  -2.211
H  -0.288  2.792  2.053
H  2.918  0.956  0.060
C  -2.145  -1.006  -0.648
C  -0.196  3.022  -0.080
C  2.037  -2.897  -1.524
C  -2.195  3.346  1.237
C  -0.745  -2.966  1.262
H  -3.996  -1.519  -5.122
H  3.396  0.318  1.634
O  0.634  -1.024  -1.275
H  3.805  -0.847  -2.332
C  1.227  3.210  -0.168
H  1.720  -3.008  -2.568
C  -3.528  -1.758  -3.029
H  4.370  -0.117  0.200
C  -1.235  -0.628  0.490
O  1.188  -0.677  0.956
H  -3.824  -3.199  -4.572
S  2.217  3.594  1.213
H  0.284  -5.491  4.181
C  -1.078  -1.646  1.621
H  -5.287  -2.299  -4.213
H  -0.979  -0.209  3.222
C  -0.856  3.021  1.161
H  3.794  -2.801  0.792
H  -2.899  3.596  -2.079
H  5.262  5.321  -0.036
C  3.302  3.865  -1.103
C  -0.912  -1.273  2.968
H  -2.754  -2.981  0.021
C  -2.389  -0.080  -1.678
H  -1.101  -4.934  5.132
C  3.353  0.088  0.561
H  -0.531  2.884  -2.229
B  0.228  -0.841  -0.001
H  -1.440  0.363  0.898
C  3.561  4.095  0.239
H  -0.585  -1.934  4.985
H  0.479  -4.214  5.413
H  -1.983  0.928  -1.547
C  2.020  3.282  -1.318
C  -2.883  3.765  0.087
H  -2.699  3.309  2.188
H  -4.602  4.625  -0.817
H  -0.256  -4.949  1.913
H  -4.863  4.043  0.861
C  -0.982  3.085  -1.254
H  -3.987  5.553  0.560
H  1.310  -3.422  -0.888
C  4.682  4.887  0.783
H  4.289  5.700  1.406
H  4.006  4.115  -1.900
C  2.918  -2.285  1.212
H  3.218  -1.909  2.203

Calculated values
charge = 0
SMILES = Cc1ccc(C(B2OC(C)(C)C(C)(C)O2)c2ccc(C)cc2)cc1.Cc1ccc(-c2ccc(C)s2)cc1
HOMO-LUMO gap = 0.28958 hartree
lowest unoccupied orbital energy = 0.32 eV
DFT total energy = -50463.0722 eV
HOMO = -7.56 eV

***

Record 9
C2H4INOS | ωB97M-V/def2-TZVPD

Element x y z (Å)
N  -1.472  -0.598  0.111
S  -3.739  -1.776  -0.020
I  -3.926  0.553  0.002
H  -0.324  1.416  -0.247
C  0.445  0.705  0.057
C  -2.025  -1.738  0.046
H  0.850  0.992  1.031
H  -1.516  -2.694  0.014
O  -0.089  -0.605  0.130
H  1.246  0.682  -0.684

Calculated values
charge = 0
HOMO-LUMO gap = 0.30040 hartree
lowest unoccupied orbital energy = -0.46 eV
DFT total energy = -24609.7994 eV
HOMO = -8.64 eV

***

Record 10
C2H2O3S2 | ωB97M-V/def2-TZVPD

Element x y z (Å)
C  -1.178  0.078  0.767
O  -3.527  -0.842  -0.191
O  -0.185  0.900  0.545
H  -1.490  -0.490  1.655
C  1.400  0.463  -0.508
S  2.327  -0.755  0.055
O  3.438  -0.846  -0.861
H  1.608  1.413  -0.966
S  -2.392  0.079  -0.497

Calculated values
charge = 0
HOMO-LUMO gap (spin up / spin down) = 0.29433 / 0.25019 hartree
lowest unoccupied orbital energy (spin up / spin down) = -1.38 / -1.95 eV
DFT total energy = -29912.8560 eV
HOMO (spin up / spin down) = -9.39 / -8.76 eV

***

Record 11
C32H24KN3O6PS2 | ωB97M-V/def2-TZVPD

Element x y z (Å)
S  4.370  4.099  0.310
C  -5.679  -0.294  0.221
O  6.310  2.305  -1.980
C  -3.451  1.083  -0.761
H  -6.532  -0.844  0.599
C  0.371  -2.159  -3.385
C  4.470  3.095  1.687
N  2.201  3.116  1.230
C  -2.265  -4.937  0.925
C  2.924  1.773  3.160
C  3.538  1.778  4.370
H  5.414  2.817  2.124
O  3.685  3.159  -2.996
C  -4.731  1.639  -0.808
C  -2.453  -4.872  2.297
H  -4.847  2.624  -1.245
H  0.500  1.964  -2.240
P  -1.612  -0.955  -0.032
H  -2.549  -3.579  4.010
S  2.897  0.534  5.356
C  -2.275  -1.721  -2.680
O  3.074  -0.957  -0.747
C  -2.411  -3.640  2.938
C  2.985  1.058  -2.047
C  5.271  1.679  -1.893
H  2.122  4.157  -1.762
C  -3.283  -0.200  -0.198
C  -2.003  -2.539  0.818
H  1.943  5.602  -0.760
H  0.882  -1.576  -1.410
C  3.929  2.100  -2.414
C  -1.267  -1.523  -1.736
O  -0.385  2.436  -2.061
N  1.948  0.808  3.011
O  1.728  1.049  -2.289
H  -2.133  -1.530  2.709
H  0.060  -0.947  3.539
K  1.200  0.622  0.240
C  0.059  -1.746  -2.097
H  1.410  -2.298  -3.654
C  1.835  0.077  4.076
H  0.599  -1.278  5.200
C  -2.388  1.903  -1.354
H  -4.312  -1.853  0.698
C  5.086  0.359  -1.187
H  -2.670  2.876  -1.758
H  -2.750  -2.279  -4.692
C  3.228  2.668  2.035
C  1.820  4.517  -0.775
O  5.953  -0.271  -0.608
C  -4.415  -0.862  0.276
H  -2.622  -5.777  2.867
H  0.777  4.266  -0.599
H  1.441  -2.002  3.823
C  2.662  3.881  0.277
C  -2.045  -3.779  0.189
H  -1.895  -3.842  -0.881
H  -2.287  -5.895  0.420
C  -2.176  -2.489  2.204
H  4.301  2.454  4.718
C  3.645  0.023  -1.286
H  -0.386  -2.664  -5.326
H  -6.818  1.429  -0.372
C  -5.839  0.969  -0.322
C  0.928  -1.105  4.176
C  -0.634  -2.355  -4.318
N  -1.180  1.519  -1.454
C  -1.960  -2.136  -3.964
H  -3.310  -1.539  -2.413

Calculated values
charge = -1
HOMO-LUMO gap = 0.20200 hartree
lowest unoccupied orbital energy = 1.92 eV
DFT total energy = -97615.7073 eV
HOMO = -3.57 eV

***

Record 12
C2H4O2 | ωB97M-V/def2-TZVPD

Element x y z (Å)
H  1.691  0.854  -1.359
H  0.491  1.891  0.849
H  0.084  -0.265  -0.264
H  -1.977  -2.625  0.898
C  -1.436  -1.778  0.541
O  0.881  0.903  -0.866
C  -0.594  -0.964  0.258
O  0.861  1.985  -0.058

Calculated values
charge = 0
SMILES = C#C.OO
HOMO-LUMO gap = 0.40125 hartree
lowest unoccupied orbital energy = 0.78 eV
DFT total energy = -6227.7062 eV
HOMO = -10.14 eV